# 1
# C4H8N3

A 2-piece molecular cluster, C4H8N3 overall (ωB97M-V with the def2-TZVPD basis set, OMol25).

Properties
Net charge = +1
E_HOMO = -13.71 eV
Multiplicity = 1
Frontier orbital gap = 7.8 eV

Structure (XYZ):
```
15
Properties=species:S:1:pos:R:3:nbo_charge:R:1
C 0.272 -1.587 0.134 -0.42
C 1.706 -1.085 -0.315 -0.43
C 0.197 -0.209 0.883 0.21
C 1.591 0.137 0.591 0.41
N 0.059 0.944 0.228 0.02
N -2.411 0.951 -0.232 -1.10
N 1.282 1.478 0.515 -0.40
H -0.618 -1.689 -0.586 0.29
H 0.085 -2.392 0.960 0.28
H 2.513 -1.721 0.022 0.29
H 1.598 -0.766 -1.328 0.27
H -3.147 0.514 -0.800 0.39
H -2.090 1.916 -0.569 0.37
H -2.794 1.321 0.658 0.37
H 1.757 2.187 -0.161 0.45
```


# 2
# C4H8N3

An isolated ion of composition C4H8N3 and charge +1 (ωB97M-V with the def2-TZVPD basis set, OMol25).

Properties
Net charge = +1
E_HOMO = -14.63 eV
Multiplicity = 1
Frontier orbital gap = 9.5 eV
SMILES = C=N/N=C\[NH+]=C\C

Structure (XYZ):
```
15
Properties=species:S:1:pos:R:3:nbo_charge:R:1
C 0.816 1.586 0.424 -0.16
N 1.616 0.602 0.729 -0.13
N 2.145 -0.216 -0.058 -0.11
C 1.542 -1.219 -0.522 0.15
N 0.153 -1.216 -0.311 -0.51
C -0.527 -0.131 -0.421 0.27
C -1.761 -0.037 0.278 -0.71
H 0.628 2.138 -0.476 0.22
H 0.340 2.156 1.389 0.23
H 2.109 -1.949 -1.154 0.25
H -0.297 -2.079 0.227 0.45
H -0.279 0.469 -1.214 0.22
H -1.905 1.005 0.657 0.28
H -1.923 -0.862 0.958 0.25
H -2.656 -0.246 -0.506 0.29
```


# 3
# C4H8N3

An isolated ion of composition C4H8N3 and charge +1 (ωB97M-V with the def2-TZVPD basis set, OMol25).

Properties
Net charge = +1
E_HOMO = -12.76 eV
Multiplicity = 1
Frontier orbital gap = 9.1 eV

Structure (XYZ):
```
15
Properties=species:S:1:pos:R:3:nbo_charge:R:1
C -1.463 -0.466 0.429 0.38
C 1.411 0.125 -0.101 0.39
C 0.805 -1.292 -0.149 -0.35
C -0.119 1.519 -0.310 -0.32
N 2.434 0.457 0.449 -0.60
N -0.615 -1.418 0.090 -0.51
N -1.152 0.820 0.344 -0.52
H -2.361 -0.885 0.838 0.24
H 1.204 -1.663 -1.151 0.27
H 1.431 -1.899 0.579 0.27
H 0.361 2.316 0.136 0.23
H -0.211 1.654 -1.451 0.24
H 2.908 1.330 0.590 0.42
H -1.156 -2.256 0.005 0.43
H -1.960 1.230 0.747 0.42
```


# 4
# C4H8N3

An isolated ion of composition C4H8N3 and charge +1 (ωB97M-V with the def2-TZVPD basis set, OMol25).

Properties
Net charge = +1
E_HOMO = -14.11 eV
Multiplicity = 1
Frontier orbital gap = 10.4 eV
SMILES = C1C[NH2+][C@@H]2NC2=N1

Structure (XYZ):
```
15
Properties=species:S:1:pos:R:3:nbo_charge:R:1
C -0.822 1.388 -0.024 -0.28
C -1.278 -0.102 -0.114 -0.25
N -0.233 -1.042 0.536 -0.50
C 0.950 -0.752 -0.381 -0.02
N 2.218 -0.360 0.243 -0.54
C 1.357 0.632 -0.170 0.39
N 0.557 1.728 0.003 -0.36
H -1.511 1.843 -0.810 0.24
H -1.245 1.902 0.893 0.24
H -2.077 -0.385 0.567 0.24
H -1.531 -0.272 -1.208 0.26
H -0.058 -0.894 1.462 0.44
H -0.435 -1.994 0.580 0.43
H 0.973 -1.242 -1.423 0.26
H 3.135 -0.451 -0.153 0.44
```


# 5
# C4H8N3

An isolated ion of composition C4H8N3 and charge +1 (ωB97M-V with the def2-TZVPD basis set, OMol25).

Properties
Net charge = +1
E_HOMO (alpha / beta) = -9.75 / -15.11 eV
⟨S²⟩ = 2.007
Multiplicity = 3
Frontier orbital gap (alpha / beta) = 6.2 / 7.7 eV

Structure (XYZ):
```
15
Properties=species:S:1:pos:R:3:nbo_charge:R:1
C -0.938 0.390 0.228 0.00
C 1.604 0.124 0.175 0.71
C -2.338 0.420 0.493 -0.38
C -1.749 -0.561 -0.584 -0.35
N 0.164 0.773 0.765 -0.27
N 2.302 1.001 -0.473 -0.72
N 1.840 -1.127 0.491 -0.73
H -2.837 0.183 1.369 0.23
H -3.037 1.262 0.221 0.23
H -1.937 -0.204 -1.632 0.25
H -1.779 -1.659 -0.270 0.23
H 1.918 1.920 -0.681 0.47
H 3.118 0.611 -0.886 0.42
H 1.042 -1.665 0.811 0.46
H 2.626 -1.469 -0.028 0.42
```


# 6
# C4H8N3

An isolated ion of composition C4H8N3 and charge +1 (ωB97M-V with the def2-TZVPD basis set, OMol25).

Properties
Net charge = +1
E_HOMO (alpha / beta) = -11.11 / -14.67 eV
⟨S²⟩ = 2.013
Multiplicity = 3
Frontier orbital gap (alpha / beta) = 5.2 / 6.5 eV

Structure (XYZ):
```
15
Properties=species:S:1:pos:R:3:nbo_charge:R:1
C 2.241 1.605 0.202 -0.07
C 0.762 -0.348 -0.090 0.22
C 0.962 -1.785 -0.071 -0.63
C -2.661 0.373 0.046 -0.51
N -0.466 0.048 0.067 0.11
N -1.470 0.316 -0.532 0.16
N 1.760 0.498 -0.240 -0.27
H 3.152 2.101 -0.309 0.22
H 1.983 2.205 0.974 0.20
H -0.097 -2.271 -0.180 0.22
H 1.420 -2.053 0.772 0.24
H 1.585 -2.115 -0.928 0.27
H -3.071 1.317 -0.185 0.29
H -2.757 0.251 1.089 0.26
H -3.345 -0.139 -0.613 0.29
```


# 7
# C4H8N3O

An isolated ion of composition C4H8N3O and charge +1 (ωB97M-V with the def2-TZVPD basis set, OMol25).

Properties
Net charge = +1
E_HOMO (alpha / beta) = -12.29 / -12.29 eV
Multiplicity = 1
Frontier orbital gap (alpha / beta) = 8.1 / 8.1 eV

Structure (XYZ):
```
16
Properties=species:S:1:pos:R:3:nbo_charge:R:1
C -1.676 1.281 0.009 -0.01
C 1.901 0.531 -0.217 -0.21
C -0.296 1.124 0.431 -0.21
C -0.639 -1.260 0.370 0.43
N -2.386 0.243 -0.161 -0.01
N 0.663 0.927 -0.466 -0.38
N 0.375 -1.787 -0.239 -0.70
O -1.762 -1.002 -0.225 -0.35
H -1.952 2.337 -0.050 0.26
H 2.717 0.325 -0.826 0.23
H 2.308 0.454 0.755 0.20
H 0.093 1.125 1.393 0.23
H -0.725 -1.231 1.415 0.20
H 0.267 1.123 -1.364 0.43
H 0.096 -1.928 -1.194 0.44
H 1.016 -2.263 0.370 0.45
```


# 8
# C4H8N3O

C4H8N3O as an isolated structure (ωB97M-V with the def2-TZVPD basis set, OMol25).

Properties
Net charge = +1
E_HOMO = -14.15 eV
Multiplicity = 1
Frontier orbital gap = 9.5 eV

Structure (XYZ):
```
16
Properties=species:S:1:pos:R:3:nbo_charge:R:1
C -0.104 0.622 -0.655 -0.22
C -0.920 -0.396 -0.355 0.36
C 1.164 -0.039 -0.369 0.29
C 1.619 0.311 1.139 -0.58
N -0.374 -1.543 -0.002 -0.23
N 0.858 -1.404 0.004 -0.02
N -2.757 -0.041 -0.172 -0.77
O 2.125 0.054 -1.353 -0.67
H -0.359 1.632 -1.107 0.29
H 0.793 0.088 1.880 0.23
H 1.725 1.330 1.260 0.23
H 2.498 -0.182 1.378 0.24
H -2.915 0.960 -0.185 0.44
H -3.084 -0.579 0.638 0.45
H -3.255 -0.475 -0.977 0.44
H 2.986 -0.339 -1.126 0.51
```


The records above yield energy above the lowest of the compared OMol25 structures with the same formula, charge and spin values of 210.20 132.09 101.26 139.86 68.44 83.65 167.05 135.36 kcal per mole, respectively.